Record 1
126
Properties=species:S:1:pos:R:3:forces:R:3 method="wB97M-V/def2-TZVPD" charge=-1 largest_force_ha_per_bohr=0.050 lumo_energy_ev=2.15 total_energy_ha=-3311.79193 homo_ev=-7.4179 homo_lumo_gap_ev=9.6
C -0.4881 -0.4427 -0.1629 -0.75 -0.42 -0.85
F -0.5680 0.2663 -1.2993 0.92 -0.22 -0.13
F -0.1662 0.3880 0.8130 0.23 -0.17 0.20
F -1.7415 -0.8927 0.0102 0.35 -0.24 0.48
S 0.6781 -1.9403 -0.2352 0.23 -1.82 1.12
O 2.0601 -1.3938 -0.1400 -2.04 -0.24 -0.89
O 0.3544 -2.7202 0.9424 -0.30 0.87 0.06
O 0.3237 -2.7269 -1.4262 0.71 2.07 0.09
C -0.6842 3.3772 -0.4458 -0.25 0.38 0.67
C -0.9933 3.9143 -1.8482 -0.02 -2.29 0.75
C 0.2001 4.7022 -2.3815 -1.92 0.51 0.36
O 0.1551 6.0081 -1.8163 0.86 -0.52 -0.03
C 1.3772 6.6319 -2.1763 -0.43 0.42 -0.06
N -1.2930 2.8124 -2.7737 0.64 -0.33 -1.16
H 0.3439 3.0458 -0.2808 0.16 0.24 -0.27
H -1.2909 2.5161 -0.1640 -0.33 0.13 -0.22
H -0.9300 4.1750 0.2600 0.32 -0.08 0.24
H -1.9637 4.4050 -1.7586 0.48 0.98 -0.19
H 0.0546 4.7523 -3.4672 0.49 0.10 -0.14
H 1.1423 4.2411 -2.0783 -0.02 -0.33 -0.30
H 1.3753 6.6980 -3.2697 0.29 0.53 -0.03
H 2.2721 6.0779 -1.8888 -0.23 -0.27 0.19
H 1.4001 7.5962 -1.6689 0.00 0.14 -0.35
H -0.4539 2.4297 -3.2004 0.12 0.28 -0.09
H -1.7107 1.9872 -2.3662 -0.29 0.37 0.49
C -0.5281 -1.8813 -4.8667 -0.49 0.85 0.88
C -0.4007 -0.5324 -5.5853 -1.04 -0.73 -0.50
C 0.7198 0.3622 -5.0505 0.13 -2.43 0.78
O 0.9622 1.4843 -5.8302 -0.30 0.02 0.29
C 2.0443 2.2506 -5.3624 1.17 0.26 -0.73
N -0.2496 -0.9135 -7.0111 0.73 1.11 0.68
H -0.9375 -1.6756 -3.8719 0.81 -0.29 0.43
H 0.4107 -2.4303 -4.9100 -0.01 -0.01 0.40
H -1.3194 -2.5264 -5.2538 0.13 0.20 -0.69
H -1.3489 -0.0072 -5.4144 -0.08 0.19 -0.15
H 1.5638 -0.3353 -4.9385 0.66 0.43 -0.73
H 0.5581 0.5412 -3.9778 -0.59 0.66 -0.05
H 2.5034 2.6776 -6.2572 -0.08 0.25 0.07
H 2.8474 1.6572 -4.9141 -0.24 -0.33 0.13
H 1.8147 3.0746 -4.6809 -0.55 -0.15 0.09
H -0.0248 -0.0523 -7.5000 -0.25 -0.20 -0.48
H -1.1451 -1.2784 -7.3044 0.03 0.14 -0.33
C 4.4370 3.2637 1.8951 0.98 0.27 -0.82
C 3.5417 2.6509 0.8181 -0.14 -0.55 -0.03
C 3.8249 3.0013 -0.6538 -0.73 0.04 -0.42
O 3.5068 4.3143 -1.0617 1.29 1.16 -0.09
C 4.6221 5.1979 -0.8510 -0.45 -0.02 0.80
N 3.6085 1.1823 0.9202 -0.03 0.28 0.12
H 4.5327 2.6645 2.7981 -0.58 -0.09 -0.03
H 4.1402 4.2854 2.1310 -0.04 -0.05 0.12
H 5.4596 3.3131 1.5043 0.09 0.12 0.02
H 2.5324 3.0071 1.0382 -0.21 -0.37 -0.12
H 3.1749 2.4240 -1.3174 -0.26 -0.34 0.50
H 4.8308 2.7067 -0.9819 0.30 0.22 0.36
H 4.4970 6.1809 -1.3033 -0.41 -0.26 -0.46
H 5.5554 4.7529 -1.1980 0.00 -0.05 -0.12
H 4.7016 5.4075 0.2180 0.26 -0.10 0.08
H 4.4619 0.8669 0.4687 0.17 -0.10 0.26
H 2.8710 0.7400 0.3900 -0.27 0.08 0.21
C -3.8064 0.8639 5.9823 0.82 -0.78 0.46
C -3.0783 -0.4501 6.3567 -0.19 0.69 0.43
C -1.9886 -0.7792 5.3598 -0.86 -0.32 0.21
O -2.6829 -1.1872 4.1946 0.26 -0.39 -0.93
C -1.8050 -1.5252 3.1259 1.41 0.64 0.06
N -2.5706 -0.4266 7.7389 -0.20 -0.61 -0.90
H -3.2000 1.7385 6.2243 0.04 -0.02 0.06
H -4.6787 0.8194 6.6365 -0.43 0.67 -0.51
H -3.9901 0.8536 4.9101 -0.55 0.16 0.11
H -3.8679 -1.2051 6.3519 0.36 -0.43 -0.26
H -1.3808 -1.6017 5.7478 0.26 0.06 -0.09
H -1.4028 0.1291 5.1849 0.32 -0.14 -0.16
H -1.2135 -0.6623 2.8015 -0.36 0.44 0.08
H -2.2606 -1.9103 2.2185 -0.73 -0.14 0.47
H -0.9866 -2.1918 3.4151 -0.40 -0.54 0.35
H -3.2954 0.0299 8.2751 0.56 0.31 0.49
H -1.6714 0.0355 7.7544 -0.21 0.42 0.42
C -6.0441 0.5038 2.9726 -1.04 -0.58 -0.91
C -6.5824 -0.8782 3.4257 1.87 0.09 -0.38
C -5.9850 -2.0778 2.6144 0.75 0.08 -0.11
O -5.3257 -1.6627 1.4069 -0.53 0.76 0.08
C -4.7822 -2.6910 0.6065 -0.66 -0.81 1.20
N -6.3116 -1.0658 4.8566 -1.27 -0.53 0.05
H -6.3093 1.2838 3.6861 0.15 -0.13 0.22
H -6.5820 0.7560 2.0544 0.33 0.17 -0.20
H -4.9782 0.4911 2.7563 0.01 -0.01 0.17
H -7.6487 -0.9624 3.2216 -0.17 0.42 0.51
H -6.7964 -2.7838 2.4203 -0.06 -0.05 -0.32
H -5.2363 -2.6324 3.1851 -0.03 0.18 0.44
H -3.7289 -2.5160 0.4010 -0.04 0.28 -0.28
H -5.3951 -2.8637 -0.2810 0.20 0.26 -0.24
H -4.8346 -3.6219 1.1828 0.21 -0.17 -0.14
H -5.3507 -0.9260 5.1378 0.08 0.01 -0.60
H -6.8666 -0.3595 5.3237 0.12 -0.07 0.33
O 3.0726 -2.0642 2.4207 0.12 0.15 0.29
H 2.7364 -2.9680 2.4892 0.10 0.02 0.16
H 3.1246 -1.9008 1.4749 0.00 0.08 0.20
O 0.3373 1.5541 3.7238 0.04 -0.03 0.01
H 0.1842 1.9374 2.8547 0.00 -0.01 0.00
H 0.9751 0.8463 3.5676 0.03 0.01 -0.02
O 1.5706 -4.4656 3.0302 -0.11 -0.11 -0.20
H 1.0275 -4.1423 2.2953 -0.08 0.12 0.07
H 1.7054 -5.3994 2.8429 0.03 0.00 0.05
C -1.8136 -5.5515 -2.1668 0.39 -0.19 0.68
O -2.3170 -6.6216 -2.4832 -0.58 0.77 -0.07
N -2.3906 -4.4826 -1.5194 -0.58 0.20 0.10
N -0.4751 -5.3334 -2.3003 -0.19 -0.65 -0.41
H -3.3730 -4.2777 -1.4909 -0.04 -0.55 -0.16
H -1.7934 -3.6956 -1.3394 0.03 0.13 -0.01
H -0.0662 -6.0318 -2.8990 0.56 0.39 0.17
H -0.0936 -4.4275 -2.0756 0.42 -0.29 -0.36
C 4.9027 -3.9736 -0.1989 -1.78 1.17 0.74
O 5.6736 -4.8847 0.0324 -0.01 0.21 -0.37
N 5.2020 -2.7058 -0.6065 1.71 -0.16 -0.31
N 3.5429 -4.0113 0.0808 0.67 -1.85 0.06
H 4.4810 -2.0894 -0.9254 -0.03 0.12 -0.13
H 6.1431 -2.5669 -0.9404 -0.20 0.17 -0.07
H 2.8716 -3.3028 -0.1670 0.33 -0.23 0.01
H 3.2610 -4.9233 0.4026 -0.47 0.26 -0.07
C 3.7346 -0.7971 -3.1037 -1.05 -0.42 -1.76
O 4.4701 -0.4016 -4.0136 0.40 0.67 1.05
N 3.4470 -0.1272 -1.9635 1.63 1.26 -0.52
N 3.0290 -1.9217 -3.3424 -0.18 -0.59 0.59
H 2.8122 -0.3498 -1.1952 0.33 -0.33 -0.74
H 4.0338 0.6921 -1.9875 -0.30 0.17 0.70
H 3.0893 -2.1994 -4.3061 -0.26 -0.44 0.17
H 2.3102 -2.2201 -2.7018 -0.20 -0.23 -0.38

Record 2
111
Properties=species:S:1:pos:R:3:forces:R:3 method="wB97M-V/def2-TZVPD" charge=+2 largest_force_ha_per_bohr=0.096 lumo_energy_ev="-7.17 / -9.28" s_squared=0.75 total_energy_ha=-1868.14408 homo_ev="-13.1245 / -13.1245" spin_multiplicity=2 homo_lumo_gap_ev="6.0 / 3.8"
Na -1.0446 -2.9059 1.4281 -0.02 -0.15 -0.21
Sn 3.9014 -2.4783 1.3064 -0.99 0.28 -2.17
Sn 1.0154 -2.1900 -2.4742 0.18 -0.92 2.27
B 4.0466 -1.0758 -1.5546 -1.25 0.15 0.16
H 4.8984 -1.1361 -0.8950 3.89 -0.30 2.91
H 3.6611 -2.0799 -1.6397 -2.05 -4.15 -0.30
H 3.3329 -0.3924 -1.1213 -2.90 2.66 1.48
H 4.2952 -0.8236 -2.5739 1.39 1.22 -3.56
B 0.5424 -1.1618 0.4897 0.60 0.77 -0.44
H 1.0820 -0.3062 0.1141 2.14 3.28 -1.07
H 1.0963 -2.0816 0.3830 2.86 -3.87 -0.35
H 0.2223 -1.0875 1.5175 -1.21 0.57 3.88
H -0.3288 -1.3121 -0.1288 -3.56 -0.52 -2.61
B -1.1197 -4.2508 -0.7320 -0.44 0.26 0.29
H -1.8882 -4.9979 -0.6073 -3.08 -2.56 -0.07
H -0.4110 -4.4040 0.0671 2.56 -0.06 3.21
H -0.5198 -4.4671 -1.6023 2.60 -1.02 -4.03
H -1.5101 -3.2548 -0.8733 -1.77 4.19 -0.03
B 2.4214 -4.7382 -0.6318 -0.08 0.80 -0.33
H 3.1196 -3.9794 -0.9497 3.28 3.21 -1.67
H 1.4370 -4.2984 -0.5878 -3.65 1.86 0.19
H 2.4394 -5.5963 -1.2856 0.38 -3.05 -2.31
H 2.7393 -5.0170 0.3609 1.03 -1.23 4.66
C 1.8300 1.7276 -3.1397 0.73 -0.91 0.84
C 1.3174 1.1213 -4.4015 0.42 0.69 0.13
N 0.0241 0.4147 -4.2308 0.80 0.94 1.01
C -0.3859 0.0287 -5.5499 -2.36 0.16 -1.22
C 0.2055 -1.2212 -6.1289 1.17 -0.22 -0.02
C -1.0281 1.2168 -3.5324 -0.66 -0.24 0.06
C -2.2274 0.3220 -3.1035 1.12 0.41 -0.52
H 1.3287 2.6549 -2.8621 -0.03 -0.21 0.23
H 2.9072 1.8932 -3.1600 -0.04 0.25 -0.33
H 1.7432 0.9091 -2.4250 -0.24 0.45 0.96
H 1.3279 1.9635 -5.0933 -0.79 -0.17 -0.77
H 2.0656 0.4299 -4.7891 -0.17 -0.26 -0.01
H -1.4737 -0.0392 -5.5531 -0.04 -0.37 0.07
H -0.2358 0.8664 -6.2311 0.30 0.13 -0.24
H 0.3298 -1.9950 -5.3713 -0.09 -0.19 0.19
H -0.3292 -1.6911 -6.9544 -0.27 0.38 0.10
H 1.2010 -0.9813 -6.5025 0.15 -0.29 -0.06
H -1.4992 2.0164 -4.1041 0.17 -0.06 -1.23
H -0.6177 1.8701 -2.7624 0.39 -0.90 0.64
H -2.6195 -0.1037 -4.0272 -0.28 -0.09 0.24
H -3.0137 0.9251 -2.6496 0.05 -0.20 0.12
H -1.9208 -0.5048 -2.4628 -0.09 0.07 0.26
C -3.3536 -4.8657 2.1180 -0.87 0.22 0.34
C -3.9190 -3.5156 1.7918 -0.11 -0.03 0.24
N -3.1402 -2.4304 2.4299 0.05 1.33 -0.61
C -3.0353 -2.3758 3.8949 -1.85 -0.68 0.93
C -4.3821 -2.1463 4.6479 0.14 -0.13 0.13
C -3.5361 -1.0531 1.9851 0.14 -1.26 -1.87
C -3.6131 -1.0021 0.4250 0.18 0.18 0.54
H -2.2834 -4.8264 1.9151 -0.04 -0.76 0.33
H -3.8658 -5.5257 1.4178 0.45 -0.46 0.19
H -3.6747 -5.1077 3.1311 0.74 -0.50 0.09
H -3.8743 -3.5524 0.7033 0.22 1.22 -0.07
H -4.9784 -3.5148 2.0484 -0.23 0.32 0.16
H -2.6784 -3.2985 4.3525 0.72 -0.02 -0.55
H -2.4206 -1.5115 4.1466 0.46 -0.33 -0.02
H -4.3825 -2.5092 5.6757 0.76 0.30 0.24
H -4.5968 -1.0780 4.6755 -0.57 -0.20 -0.09
H -5.2017 -2.7732 4.2967 -0.12 0.43 -0.78
H -2.7681 -0.3668 2.3417 -0.11 0.11 0.18
H -4.5308 -0.7718 2.3306 0.06 0.13 0.44
H -3.4819 0.0116 0.0464 -0.30 0.29 0.17
H -4.5760 -1.3865 0.0886 0.11 0.07 -0.11
H -2.8218 -1.5536 -0.0826 0.02 -0.31 0.21
C -0.1001 5.7642 -1.6652 -0.76 0.32 -0.64
C -0.7253 5.2508 -0.3396 2.95 0.15 -1.58
N -1.6777 4.2084 -0.5891 -1.94 1.59 3.19
C -2.9859 4.7606 -0.9459 -0.70 -1.65 -1.90
C -3.9678 3.6086 -1.3131 -0.06 0.91 0.39
C -1.7283 3.2427 0.4768 -0.02 -1.32 0.40
C -0.3839 2.6597 0.7316 0.97 -1.12 0.14
H -0.8081 6.1724 -2.3865 -0.23 0.73 0.48
H 0.2891 4.9750 -2.3085 0.41 -0.57 0.70
H 0.7109 6.4646 -1.4658 -0.24 0.04 0.00
H 0.1711 4.8936 0.1674 -0.46 -0.48 0.28
H -1.1546 5.9778 0.3499 -0.39 0.36 -0.45
H -3.3419 5.3675 -0.1134 0.09 -0.04 0.24
H -2.8432 5.4165 -1.8047 -0.02 0.08 0.09
H -4.8728 4.0458 -1.7349 0.13 -0.02 -0.17
H -3.5130 2.9303 -2.0350 -0.08 0.10 0.02
H -4.3000 3.0595 -0.4321 0.11 -0.03 -0.09
H -2.5215 2.5001 0.3909 0.22 0.05 -0.72
H -1.9626 3.6830 1.4460 -0.55 1.14 -0.12
H 0.1274 2.5509 -0.2249 0.43 -0.20 0.22
H -0.4786 1.6737 1.1865 -0.04 -0.11 -0.20
H 0.1902 3.2463 1.4488 0.16 0.06 -0.30
C 3.7727 2.4344 1.3688 0.16 -1.08 -0.57
C 4.0187 0.8932 1.4923 0.82 0.70 -0.07
N 3.7790 0.2288 2.7943 0.16 0.14 -0.99
C 2.3958 0.5006 3.1239 -0.99 -0.77 1.55
C 1.8784 -0.5952 4.0419 -0.01 -0.39 1.09
C 4.7475 0.6318 3.8764 1.00 -0.48 -1.50
C 6.1660 0.1396 3.4831 -0.04 -0.13 0.17
H 4.0413 3.0049 2.2579 -0.26 0.00 -0.08
H 2.7643 2.6029 0.9909 -0.22 0.25 0.59
H 4.4002 2.7607 0.5395 0.19 0.16 0.14
H 3.3883 0.3863 0.7617 -0.03 0.10 -0.02
H 5.0514 0.7249 1.1866 -0.06 -0.19 0.03
H 2.2692 1.4580 3.6294 0.35 0.24 0.31
H 1.6988 0.5936 2.2912 0.60 -0.34 -0.56
H 2.6132 -0.9856 4.7460 0.45 0.69 0.25
H 1.0666 -0.2268 4.6690 -0.25 -0.23 -0.16
H 1.6067 -1.5579 3.6089 -0.55 0.25 -0.86
H 4.4845 0.2294 4.8547 -0.31 -0.08 -0.26
H 4.7882 1.7185 3.9510 -0.24 0.15 0.08
H 6.9315 0.4853 4.1778 -0.18 0.08 0.13
H 6.5159 0.4323 2.4931 -0.27 0.41 0.06
H 6.2549 -0.9466 3.4683 -0.28 -0.24 0.27